1.
{"formula": "C3H4MgO5Rb", "method": "wB97M-V/def2-TZVPD", "elements": ["O", "C", "C", "O", "H", "H", "H", "Mg", "O", "C", "O", "O", "Rb", "H"], "coordinates": [[-2.58235, -1.37368, 1.01834], [-1.64626, -0.34984, 1.07214], [-1.74608, 0.70771, 0.19891], [-0.98334, 1.75250, 0.16094], [-3.15784, -1.33119, 1.78785], [-1.13570, -0.21474, 2.03474], [-2.45075, 0.58067, -0.64236], [0.90432, 2.16714, 0.40494], [0.60128, -1.11039, -1.02209], [1.75666, -0.49911, -1.00930], [1.90269, 0.59908, -0.34420], [2.71991, -0.96379, -1.65084], [5.95384, 0.82471, -1.71018], [-0.13640, -0.78907, -0.29890]], "homo_energy_ev": [-4.961, -6.850], "charge": 0, "homo_lumo_gap_ev": [3.33, 5.17], "multiplicity": 2}

2.
{"formula": "C3H4N2", "method": "wB97M-V/def2-TZVPD", "elements": ["C", "C", "C", "N", "N", "H", "H", "H", "H"], "coordinates": [[-1.40344, 0.70342, -0.03470], [2.63822, 0.10347, -0.58061], [-0.56302, 0.04761, -0.69150], [-0.55459, -0.30610, 0.71793], [1.99628, -0.08977, 0.34502], [-2.21830, 1.46534, 0.06183], [-1.14748, -1.27740, 0.90133], [-0.03464, -0.31749, -1.62034], [1.28697, -0.32908, 0.90105]], "homo_energy_ev": -9.146, "charge": 0, "de_lowest_kj_mol": 527.8, "homo_lumo_gap_ev": 10.16}

3.
{"formula": "C3H4N2", "method": "wB97M-V/def2-TZVPD", "elements": ["C", "C", "C", "N", "N", "H", "H", "H", "H"], "coordinates": [[1.41055, -0.78929, 2.16586], [0.71613, -0.50672, 1.22366], [0.15547, -0.14995, -0.02761], [-0.82924, 0.61985, -0.14053], [-1.22574, 0.94997, -1.38380], [2.01348, -1.18618, 3.01029], [0.70565, -0.44055, -0.98336], [-2.24824, 0.94112, -1.52940], [-0.69805, 0.56174, -2.33511]], "homo_energy_ev": -8.717, "charge": 0, "de_lowest_kj_mol": 354.0, "homo_lumo_gap_ev": 9.62, "smiles": "C#C/C=N/N"}

4.
{"formula": "C3H4N2", "method": "wB97M-V/def2-TZVPD", "elements": ["N", "C", "C", "C", "N", "H", "H", "H", "H"], "coordinates": [[-0.58376, -2.46434, 0.87189], [-0.10183, -1.55364, 0.34389], [0.51338, -0.39748, -0.29013], [-0.34978, 0.74434, -0.66500], [0.47226, 0.98315, 0.48102], [1.53994, -0.08149, -0.13154], [-0.13102, 1.30932, -1.56357], [-1.40248, 0.64574, -0.42235], [0.04330, 0.81439, 1.37580]], "homo_energy_ev": -10.702, "charge": 0, "de_lowest_kj_mol": 294.1, "homo_lumo_gap_ev": 11.67, "smiles": "N#C[C@H]1CN1"}

| no. | electronic energy (a.u.) |
| --- | --- |
| 1 | -717.0925 |
| 2 | -226.0241 |
| 3 | -226.0903 |
| 4 | -226.1132 |